# 1
The following is a DFT calculation (ωB97M-V/def2-TZVPD) of a structure of composition C4H7FI2 at a distorted geometry.

```
14
C4H7FI2, DFT ωB97M-V/def2-TZVPD
H -0.629 0.186 -2.006
H -0.038 0.822 0.046
H -1.959 1.322 -0.161
F 3.389 0.324 -1.855
H -2.525 -0.305 1.746
C -1.293 0.438 0.004
H -0.984 -1.277 1.307
C -0.873 -0.389 -1.151
I 2.018 1.748 0.286
I 3.255 -1.574 0.355
H -0.576 -1.381 -1.044
C 2.469 0.000 -0.894
H -0.880 0.383 1.999
C -1.377 -0.298 1.368
```

Properties
Electronic energy ... -851.64834 Eh
Strongest force on any atom ... 4.846 eV Å⁻¹
HOMO energy (spin up / spin down) ... -8.6 / -7.1 eV
Energy above the lowest of the compared OMol25 structures with the same formula, charge and spin ... 465.00 kJ/mol
E_LUMO (spin up / spin down) ... -0.19 / -1.86 eV
Orbital gap (spin up / spin down) ... 8.4 / 5.3 eV

# 2
The following is a DFT calculation (ωB97M-V/def2-TZVPD) of the molecule C4H5BrN2O at a distorted geometry.

```
13
C4H5BrN2O, DFT ωB97M-V/def2-TZVPD
C -0.495 1.067 0.568
N 0.911 -1.765 -0.898
H -1.296 1.915 0.509
H 1.844 -2.086 -0.921
H 0.518 2.304 2.991
C 0.424 0.784 1.548
C 0.704 -0.519 -0.734
C -0.376 0.294 -0.602
H 0.116 -2.495 -0.822
Br 2.820 -0.564 1.963
N 1.142 -0.356 1.323
O 0.711 1.315 2.787
H -1.066 0.513 -1.387
```

Properties
Electronic energy ... -2913.94288 Eh
Strongest force on any atom ... 3.904 eV Å⁻¹
HOMO energy (spin up / spin down) ... -5.2 / -8.2 eV
Energy above the lowest of the compared OMol25 structures with the same formula, charge and spin ... 216.47 kJ/mol
2S+1 ... 3
E_LUMO (spin up / spin down) ... 0.73 / -1.66 eV
⟨S²⟩ ... 2.013
Orbital gap (spin up / spin down) ... 5.9 / 6.5 eV

# 3
The following is a DFT calculation (ωB97M-V/def2-TZVPD) of the molecule C5H8O2.

```
15
C5H8O2, DFT ωB97M-V/def2-TZVPD
C -0.051 0.508 -1.038
H -0.412 0.281 -3.100
H 0.709 -0.100 2.705
C -0.188 0.955 -2.277
H -1.253 -0.097 1.443
O 0.637 -0.704 1.948
H -0.341 2.097 0.532
C 0.207 1.179 0.300
O 2.028 -0.720 1.444
H 1.279 1.291 0.495
H 0.742 -1.419 -0.407
H -0.069 2.009 -2.514
H -1.044 -1.481 -0.665
C -0.195 -0.853 -0.382
C -0.273 -0.121 0.959
```

Properties
Electronic energy ... -345.57972 Eh
Strongest force on any atom ... 0.277 eV Å⁻¹
HOMO energy ... -9.0 eV
Energy above the lowest of the compared OMol25 structures with the same formula, charge and spin ... 591.36 kJ/mol
E_LUMO ... 0.52 eV
Orbital gap ... 9.5 eV

# 4
The following is a DFT calculation (ωB97M-V/def2-TZVPD) of the ion C4H6NS with charge +1 at a distorted geometry.

```
12
C4H6NS, DFT ωB97M-V/def2-TZVPD
C 0.658 0.958 0.534
N -0.117 -0.003 -0.020
H -1.808 -0.568 0.878
H -1.885 1.163 0.471
H 2.421 1.575 1.589
C 0.337 -0.980 -0.834
C -1.604 0.054 0.091
H 1.136 -2.612 -2.041
S 2.347 0.773 0.537
H -2.118 -0.120 -0.794
H 0.019 1.590 1.199
C 0.614 -1.831 -1.610
```

Properties
Electronic energy ... -608.57306 Eh
Strongest force on any atom ... 5.416 eV Å⁻¹
Charge ... +1
HOMO energy ... -14.5 eV
Energy above the lowest of the compared OMol25 structures with the same formula, charge and spin ... 236.88 kJ/mol
E_LUMO ... -5.56 eV
Orbital gap ... 8.9 eV

# 5
The following is a DFT calculation (ωB97M-V/def2-TZVPD) of the ion C6H12N with charge +1 at a distorted geometry.

```
19
C6H12N, DFT ωB97M-V/def2-TZVPD
C -0.930 -0.426 -0.177
H 1.440 -0.157 -1.497
H 2.883 0.449 0.227
C 1.098 -0.352 -0.502
H -2.898 0.196 -0.594
C -0.213 1.976 0.060
C 0.075 -1.486 -0.386
H 2.577 -1.270 0.622
H 0.821 2.279 0.045
H -0.016 -1.933 -1.339
N -0.101 0.556 -0.169
H -2.759 -0.336 1.040
H 1.750 0.030 1.502
H -0.705 2.536 -0.668
H -0.465 2.316 0.983
C 2.171 -0.251 0.570
C -2.385 -0.506 0.106
H 0.295 -2.147 0.425
H -2.639 -1.474 -0.248
```

Properties
Electronic energy ... -290.27655 Eh
Strongest force on any atom ... 4.358 eV Å⁻¹
Charge ... +1
HOMO energy ... -16.1 eV
Energy above the lowest of the compared OMol25 structures with the same formula, charge and spin ... 119.08 kJ/mol
E_LUMO ... -3.91 eV
Orbital gap ... 12.2 eV

# 6
The following is a DFT calculation (ωB97M-V/def2-TZVPD) of the molecule C3H7NO2S at a distorted geometry.

```
14
C3H7NO2S, DFT ωB97M-V/def2-TZVPD
H -1.602 0.242 -1.537
H -0.871 1.988 -1.740
C 1.401 0.842 -0.154
O 0.806 -2.177 0.286
H -0.193 -0.957 2.375
H -1.580 -0.400 1.749
S -0.322 -1.305 0.103
H 2.128 0.148 -0.466
H 1.562 1.756 -0.687
C 0.172 0.266 -0.570
C -0.907 0.997 -1.303
H 1.588 0.869 0.966
O -1.485 -1.719 -0.619
N -0.696 -0.549 1.598
```

Properties
Electronic energy ... -721.83707 Eh
Strongest force on any atom ... 7.842 eV Å⁻¹
HOMO energy ... -9.4 eV
Energy above the lowest of the compared OMol25 structures with the same formula, charge and spin ... 329.69 kJ/mol
E_LUMO ... 0.47 eV
Orbital gap ... 9.9 eV

Please write out number 6 again, unchanged.
The following is a DFT calculation (ωB97M-V/def2-TZVPD) of the molecule C3H7NO2S at a distorted geometry.

```
14
C3H7NO2S, DFT ωB97M-V/def2-TZVPD
H -1.602 0.242 -1.537
H -0.871 1.988 -1.740
C 1.401 0.842 -0.154
O 0.806 -2.177 0.286
H -0.193 -0.957 2.375
H -1.580 -0.400 1.749
S -0.322 -1.305 0.103
H 2.128 0.148 -0.466
H 1.562 1.756 -0.687
C 0.172 0.266 -0.570
C -0.907 0.997 -1.303
H 1.588 0.869 0.966
O -1.485 -1.719 -0.619
N -0.696 -0.549 1.598
```

Properties
Electronic energy ... -721.83707 Eh
Strongest force on any atom ... 7.842 eV Å⁻¹
HOMO energy ... -9.4 eV
Energy above the lowest of the compared OMol25 structures with the same formula, charge and spin ... 329.69 kJ/mol
E_LUMO ... 0.47 eV
Orbital gap ... 9.9 eV

What did the first record say?
The following is a DFT calculation (ωB97M-V/def2-TZVPD) of a structure of composition C4H7FI2 at a distorted geometry.

```
14
C4H7FI2, DFT ωB97M-V/def2-TZVPD
H -0.629 0.186 -2.006
H -0.038 0.822 0.046
H -1.959 1.322 -0.161
F 3.389 0.324 -1.855
H -2.525 -0.305 1.746
C -1.293 0.438 0.004
H -0.984 -1.277 1.307
C -0.873 -0.389 -1.151
I 2.018 1.748 0.286
I 3.255 -1.574 0.355
H -0.576 -1.381 -1.044
C 2.469 0.000 -0.894
H -0.880 0.383 1.999
C -1.377 -0.298 1.368
```

Properties
Electronic energy ... -851.64834 Eh
Strongest force on any atom ... 4.846 eV Å⁻¹
HOMO energy (spin up / spin down) ... -8.6 / -7.1 eV
Energy above the lowest of the compared OMol25 structures with the same formula, charge and spin ... 465.00 kJ/mol
E_LUMO (spin up / spin down) ... -0.19 / -1.86 eV
Orbital gap (spin up / spin down) ... 8.4 / 5.3 eV